The molecule C16H18N2O, computed with the ωB97M-V functional and the def2-TZVPD basis.

Positions of all 37 atoms, in Å:
C1 -5.7543 0.4233 -1.0494
C2 -4.2562 0.5971 -0.8307
C3 -3.6745 -0.4034 0.1804
C4 -4.1731 -0.1417 1.6033
C5 -2.1670 -0.3635 0.1356
C6 -1.4414 -1.4786 -0.2643
C7 -0.0617 -1.4519 -0.3138
C8 0.6330 -0.2978 0.0385
N1 2.0311 -0.3331 -0.0252
C9 2.9248 0.6665 0.2148
O1 2.6351 1.8069 0.5125
C10 4.3499 0.2406 0.0605
C11 5.2827 1.1817 -0.3716
C12 6.6071 0.8066 -0.5037
C13 6.9523 -0.5007 -0.1899
N2 6.0831 -1.3926 0.2532
C14 4.8202 -1.0316 0.3808
C15 -0.0822 0.8255 0.4406
C16 -1.4622 0.7826 0.4844
H1 -6.3112 0.6388 -0.1414
H2 -6.1004 1.1011 -1.8266
H3 -5.9801 -0.5951 -1.3593
H4 -3.7398 0.4595 -1.7843
H5 -4.0551 1.6148 -0.4917
H6 -3.9972 -1.4083 -0.1153
H7 -3.6793 -0.8154 2.3005
H8 -5.2451 -0.3065 1.6718
H9 -3.9604 0.8803 1.9064
H10 -1.9618 -2.3844 -0.5417
H11 0.4837 -2.3321 -0.6274
H12 2.4098 -1.2223 -0.3215
H13 4.9494 2.1845 -0.5954
H14 7.3540 1.5081 -0.8406
H15 7.9709 -0.8525 -0.2866
H16 4.1667 -1.7964 0.7842
H17 0.4452 1.7237 0.7140
H18 -1.9957 1.6665 0.7989

Frontier orbital gap (eV): 8.84
SMILES: CC[C@H](C)c1ccc(NC(=O)c2cccnc2)cc1
Energy above the lowest of the compared OMol25 structures with the same formula, charge and spin (eV): 0.5232
Lowest unoccupied orbital energy (eV): 0.5

Here is what Löwdin gives for the atomic charges, in e: number 1, C, carries -0.105; number 2, C, carries -0.228; number 3, C, carries -0.353; number 4, C, carries -0.056; number 5, C, carries -0.220; number 6, C, carries -0.030; number 7, C, carries -0.023; number 8, C, carries -0.218; number 9, N, carries 0.134; number 10, C, carries -0.424; number 11, O, carries 0.081; number 12, C, carries -0.116; number 13, C, carries -0.001; number 14, C, carries -0.047; number 15, C, carries -0.144; number 16, N, carries 0.063; number 17, C, carries -0.104; number 18, C, carries 0.004; number 19, C, carries -0.021; number 20, H, carries 0.064; number 21, H, carries 0.069; number 22, H, carries 0.074; number 23, H, carries 0.116; number 24, H, carries 0.109; number 25, H, carries 0.133; number 26, H, carries 0.084; number 27, H, carries 0.070; number 28, H, carries 0.078; number 29, H, carries 0.112; number 30, H, carries 0.109; number 31, H, carries 0.130; number 32, H, carries 0.121; number 33, H, carries 0.103; number 34, H, carries 0.105; number 35, H, carries 0.115; number 36, H, carries 0.100; number 37, H, carries 0.114